1.
87
Properties=species:S:1:pos:R:3:lowdin_charge:R:1 method="wB97M-V/def2-TZVPD" e_tot_ev=-46131.4327 charge=+1 e_above_lowest_kcal_mol=28.9 lumo_energy_ev=-4.09 multiplicity=1 molar_mass_g_mol=515.7 homo_lumo_gap_ev=6.550
N 3.977 -1.222 1.970 0.01
C 3.226 -0.290 1.042 -0.15
C 1.663 -0.583 1.277 -0.17
C 0.733 0.469 1.756 0.02
C -0.681 0.068 1.948 0.03
C -1.057 -1.344 1.669 0.02
C -0.045 -2.310 1.211 0.01
N 1.271 -1.890 1.023 0.10
H 3.342 -1.384 2.771 0.06
H 3.996 -2.115 1.468 0.06
H 3.462 -0.486 -0.036 0.13
H 3.393 0.786 1.319 0.12
H 1.059 1.516 1.988 0.13
H -1.400 0.837 2.317 0.13
H -2.098 -1.726 1.804 0.08
H -0.284 -3.383 1.020 0.15
H 1.972 -2.562 0.710 0.17
C 2.090 1.764 5.694 -0.01
C 2.740 0.632 4.946 -0.49
O 2.111 -0.367 4.626 0.03
C 4.187 0.771 4.601 -0.02
H 1.040 1.524 5.873 0.08
H 2.585 1.907 6.655 0.10
H 2.144 2.680 5.103 0.09
H 4.790 0.867 5.506 0.07
H 4.332 1.642 3.959 0.10
H 4.504 -0.121 4.063 0.06
C 0.016 0.026 -1.637 -0.03
C 0.250 0.370 -3.088 -0.50
O 0.603 1.479 -3.420 0.08
C 0.025 -0.721 -4.102 -0.02
H 0.215 0.904 -1.022 0.08
H -1.023 -0.277 -1.489 0.09
H 0.691 -0.775 -1.332 0.07
H -1.013 -1.058 -4.063 0.09
H 0.702 -1.556 -3.904 0.09
H 0.229 -0.334 -5.099 0.07
C -1.671 1.684 -8.559 -0.02
C -2.033 0.974 -7.282 -0.50
O -2.653 -0.070 -7.291 0.06
C -1.594 1.612 -5.990 -0.03
H -2.049 1.114 -9.409 0.08
H -2.124 2.677 -8.574 0.09
H -0.586 1.763 -8.642 0.06
H -2.044 2.602 -5.891 0.09
H -0.506 1.688 -5.965 0.07
H -1.923 0.993 -5.154 0.07
C 3.130 1.425 -7.057 -0.02
C 2.554 2.478 -7.969 -0.49
O 1.414 2.871 -7.838 0.06
C 3.452 3.022 -9.050 -0.02
H 2.374 1.127 -6.329 0.07
H 3.423 0.549 -7.638 0.09
H 3.992 1.828 -6.522 0.09
H 3.759 2.217 -9.720 0.09
H 4.328 3.495 -8.603 0.09
H 2.908 3.770 -9.629 0.09
C -5.254 -1.906 3.630 -0.01
C -5.051 -2.666 2.349 -0.48
O -4.086 -2.460 1.634 0.03
C -6.088 -3.692 1.983 -0.01
H -4.432 -1.201 3.767 0.08
H -6.192 -1.347 3.585 0.08
H -5.267 -2.597 4.475 0.09
H -7.061 -3.211 1.867 0.08
H -6.138 -4.462 2.754 0.09
H -5.815 -4.162 1.037 0.09
C -9.101 -0.746 0.931 -0.03
C -9.636 -1.116 2.290 -0.51
O -9.018 -0.861 3.303 0.05
C -10.969 -1.816 2.341 -0.02
H -8.136 -0.250 1.046 0.08
H -8.963 -1.646 0.328 0.08
H -9.789 -0.061 0.433 0.09
H -10.914 -2.762 1.800 0.09
H -11.741 -1.178 1.906 0.09
H -11.230 -2.021 3.380 0.09
C 8.449 -0.212 5.428 -0.02
C 8.120 1.069 6.150 -0.49
O 6.980 1.480 6.218 0.05
C 9.262 1.820 6.782 -0.02
H 7.533 -0.644 5.023 0.08
H 9.135 -0.009 4.603 0.09
H 8.896 -0.926 6.122 0.09
H 9.984 2.112 6.018 0.09
H 9.745 1.195 7.536 0.09
H 8.880 2.719 7.265 0.08

2.
86
Properties=species:S:1:pos:R:3:lowdin_charge:R:1 method="wB97M-V/def2-TZVPD" e_tot_ev=-77220.7043 charge=+3 e_above_lowest_kcal_mol=44.0 lumo_energy_ev="-9.99 / -10.72" multiplicity=1 molar_mass_g_mol=749.1 homo_lumo_gap_ev="5.387 / 4.662"
Tl 0.253 -3.086 -3.105 1.18
P 1.215 1.974 0.523 0.84
P -1.609 1.576 1.378 0.83
P -1.477 3.374 -2.889 0.88
H 0.155 -3.863 -7.281 0.13
C 0.108 -2.771 -7.166 -0.08
C 1.511 -2.185 -6.971 -0.08
H 2.315 -2.902 -7.192 0.13
C 2.508 0.796 1.091 -0.25
C 1.372 3.193 1.898 -0.26
C 2.264 2.836 -0.727 -0.27
C -3.173 0.687 0.962 -0.25
C -1.303 0.756 3.001 -0.25
C -2.341 3.157 2.001 -0.25
C -1.755 4.124 -4.496 -0.20
C -0.931 4.616 -1.715 -0.20
C -2.961 2.555 -2.303 -0.20
H -0.506 -2.344 -7.963 0.13
H 1.660 -1.236 -7.504 0.14
H 2.593 -0.012 0.352 0.05
H 2.243 0.352 2.063 0.02
H 3.472 1.317 1.168 0.07
H 1.204 2.701 2.863 0.05
H 0.638 3.997 1.770 0.03
H 2.381 3.622 1.878 0.07
H 2.446 2.166 -1.577 0.01
H 3.220 3.114 -0.260 0.07
H 1.761 3.738 -1.096 0.02
H -3.977 0.975 1.656 0.07
H -2.991 -0.393 1.046 0.05
H -3.481 0.913 -0.067 0.01
H -1.934 1.205 3.780 0.07
H -0.249 0.840 3.292 0.02
H -1.540 -0.312 2.907 0.03
H -3.073 2.927 2.788 0.07
H -2.840 3.688 1.179 0.04
H -1.550 3.798 2.411 0.04
H -2.670 4.729 -4.462 0.08
H -1.857 3.347 -5.264 0.07
H -0.905 4.764 -4.769 0.08
H -1.594 5.491 -1.781 0.09
H 0.094 4.925 -1.957 0.06
H -0.952 4.221 -0.688 0.04
H -3.830 2.923 -2.865 0.08
H -3.115 2.738 -1.232 0.04
H -2.850 1.475 -2.470 0.06
C 0.424 0.239 -4.626 -0.61
C -0.934 -0.146 -4.853 -0.11
C -1.257 -1.337 -5.429 -0.03
C -0.252 -2.369 -5.738 -0.41
C 1.227 -1.969 -5.478 -0.39
C 1.451 -0.648 -4.867 -0.09
S 0.818 1.833 -4.019 0.86
H -0.324 2.093 -3.162 -0.19
H -1.697 0.596 -4.605 0.09
H -2.293 -1.592 -5.715 0.15
H -0.568 -3.342 -5.302 0.06
H 1.805 -2.774 -4.969 0.09
H 2.478 -0.332 -4.657 0.13
C 2.924 -1.265 6.264 -0.07
C 1.436 -1.552 6.257 -0.21
N 1.018 -2.362 5.098 -0.05
C -0.202 -3.165 5.363 -0.20
C -1.473 -2.352 5.523 -0.06
C 1.209 -1.803 3.850 -0.38
O 1.639 -0.645 3.716 0.00
C 0.954 -2.688 2.664 -0.09
C 1.224 -4.065 2.748 0.01
C 1.040 -4.856 1.616 -0.01
C 0.612 -4.238 0.426 -0.16
N 0.430 -2.918 0.330 0.01
C 0.577 -2.145 1.411 -0.09
H 3.497 -2.179 6.076 0.09
H 3.206 -0.876 7.247 0.09
H 3.168 -0.516 5.507 0.06
H 1.151 -2.134 7.141 0.13
H 0.877 -0.602 6.265 0.13
H -0.323 -3.904 4.567 0.10
H 0.005 -3.706 6.296 0.13
H -1.708 -1.787 4.616 0.05
H -2.307 -3.034 5.717 0.09
H -1.394 -1.657 6.366 0.08
H 1.573 -4.483 3.696 0.14
H 1.196 -5.932 1.636 0.12
H 0.440 -4.826 -0.486 0.07
H 0.403 -1.067 1.301 0.08

3.
83
Properties=species:S:1:pos:R:3:mulliken_spin:R:1 method="wB97M-V/def2-TZVPD" e_tot_ev=-58983.9235 charge=+1 e_above_lowest_kcal_mol=0.0 lumo_energy_ev="-1.74 / -4.20" multiplicity=3 molar_mass_g_mol=663.7 homo_lumo_gap_ev="7.501 / 5.954"
Au -0.156 0.198 1.771 0.19
C -0.405 -2.533 2.736 0.20
C 0.962 -2.747 2.414 0.14
C 0.893 -1.004 3.930 0.21
C -0.487 -1.392 3.621 0.13
C 1.754 -1.832 3.171 0.18
C -1.562 -3.322 2.265 -0.01
H -1.371 -3.779 1.284 0.01
H -2.450 -2.677 2.162 0.01
H -1.827 -4.133 2.965 0.02
C -1.646 -1.135 4.521 0.03
H -2.609 -1.330 4.029 0.00
H -1.670 -0.095 4.876 -0.01
H -1.584 -1.791 5.410 0.00
C 1.322 -0.096 5.019 0.01
H 1.366 -0.647 5.976 0.01
H 0.635 0.753 5.141 0.01
H 2.318 0.329 4.833 0.01
C 3.229 -1.721 3.150 0.00
H 3.690 -2.324 3.949 0.02
H 3.536 -0.674 3.309 0.01
H 3.651 -2.053 2.193 0.01
C 1.494 -3.688 1.403 0.01
H 1.904 -4.605 1.857 0.00
H 2.306 -3.208 0.830 0.00
H 0.709 -3.978 0.688 0.00
C -1.847 0.485 -5.188 0.00
C -1.743 -0.847 -5.249 0.00
C -0.768 -1.651 -6.070 0.00
C 0.540 -0.945 -6.473 0.00
C 1.356 -0.392 -5.334 0.00
C 1.237 0.806 -4.739 0.00
C 0.290 1.916 -5.098 0.00
C -0.979 1.511 -5.870 0.00
H -1.270 -1.986 -6.994 0.00
H 0.317 -0.182 -7.223 0.00
H -0.525 -2.574 -5.525 0.00
H -0.695 1.199 -6.879 0.00
H -2.686 0.899 -4.613 0.00
H -2.501 -1.445 -4.728 0.00
H -1.581 2.423 -6.004 0.00
H 0.003 2.447 -4.178 0.00
H 1.962 1.054 -3.954 0.00
H 0.835 2.661 -5.703 0.00
H 1.163 -1.692 -6.991 0.00
H 2.165 -1.045 -4.986 0.00
P -0.921 -0.256 -0.471 0.11
P 1.828 1.077 0.649 0.11
C 0.046 0.901 -1.551 0.01
C 0.998 1.860 -0.796 0.00
H -0.691 1.465 -2.147 0.00
H 0.608 0.288 -2.276 0.01
H 1.775 2.243 -1.476 0.00
H 0.433 2.726 -0.420 -0.01
C 2.694 2.291 1.695 0.01
H 3.332 1.752 2.420 0.00
H 1.974 2.893 2.268 0.00
H 3.331 2.954 1.096 0.00
C 3.154 0.085 -0.103 0.02
H 3.684 0.665 -0.875 0.01
H 2.737 -0.819 -0.564 0.00
H 3.883 -0.222 0.660 0.00
C -2.684 0.190 -0.435 0.01
H -3.195 -0.464 0.292 0.00
H -3.157 0.056 -1.411 0.00
H -2.811 1.226 -0.102 0.00
C -0.869 -1.904 -1.234 0.01
H 0.145 -2.323 -1.156 0.00
H -1.164 -1.864 -2.295 0.01
H -1.564 -2.567 -0.697 0.00
C -3.206 1.606 2.902 0.02
Si -1.408 2.130 2.650 0.43
C -1.312 3.510 1.355 0.04
C -0.673 2.755 4.280 0.01
H -3.623 1.125 2.006 -0.01
H -3.817 2.496 3.136 0.02
H -3.296 0.899 3.738 -0.01
H -1.975 4.330 1.671 0.01
H -0.294 3.911 1.272 0.00
H -1.640 3.156 0.371 -0.01
H -1.063 3.764 4.498 0.02
H 0.424 2.818 4.239 0.00
H -0.955 2.092 5.108 -0.01